(1)
Below is a cluster of 2 separate species, C3H7IO4 in total at a distorted geometry, with properties calculated with ωB97M-V/def2-TZVPD.

The geometry in XYZ format:
```
15
Properties=species:S:1:pos:R:3
I 3.00 -0.07 -0.09
O 0.73 2.22 0.55
O -0.02 -2.87 0.57
O 0.34 -0.90 -1.23
O 0.11 -0.04 0.98
C 0.82 -0.11 -0.28
C 0.08 1.11 0.12
C -1.21 1.38 -0.56
H -0.19 -2.22 1.24
H 0.13 2.68 1.19
H -1.74 0.46 -0.53
H -1.89 2.05 -0.18
H 0.18 -1.71 -0.90
H -0.92 1.62 -1.61
H 0.58 -3.59 0.72
```

Calculated values
E_LUMO in eV: 0.50
SMILES string: C[C@@]1(O)O[C@]1(O)I.O
Energy relative to the best compared isomer or geometry (same formula, charge and spin) in kJ/mol: 106.1

These are the Löwdin partial charges, in e, on atoms 1 to 5: I 0.852; O 0.030; O -0.020; O 0.047; O -0.013

(2)
Below is the ion C4H3O2S2 with charge -1 at a distorted geometry, with properties calculated with ωB97M-V/def2-TZVPD.

The geometry in XYZ format:
```
11
Properties=species:S:1:pos:R:3
S -0.85 -1.47 -1.18
S -1.08 1.64 -1.04
O -0.37 1.18 1.79
O -0.85 -0.98 1.71
C 2.28 -0.51 -0.68
C -0.60 0.09 1.26
C 1.17 -0.07 -0.74
C -0.38 0.12 -0.38
H -1.06 2.28 0.13
H 3.42 -0.66 -0.68
H -1.68 -1.63 -0.19
```

Calculated values
Total charge: -1
E_LUMO in eV: 3.32
SMILES string: C#CC(S)(S)C(=O)[O-]
Energy relative to the best compared isomer or geometry (same formula, charge and spin) in kJ/mol: 152.0

These are the Löwdin partial charges, in e, on atoms 1 to 5: S 0.707; S 0.684; O -0.073; O -0.022; C 0.030

(3)
Below is a structure of composition C45H56IrN6O8S at a distorted geometry, with properties calculated with ωB97M-V/def2-TZVPD.

The geometry in XYZ format:
```
117
Properties=species:S:1:pos:R:3
Ir -1.10 -0.14 -1.02
S 2.70 -1.62 4.00
O 2.46 -2.87 3.33
O -0.07 -1.55 0.32
O 2.56 -1.59 5.43
O 1.27 1.79 -4.05
O -0.84 3.45 -2.93
O -5.13 -1.46 -0.70
O -0.94 0.29 0.99
O -2.98 -1.17 -3.08
N 1.80 -0.37 3.41
N 0.24 0.94 -3.70
N -1.80 -0.73 -3.10
N -2.76 1.01 -1.49
N -2.85 -1.40 -0.39
N -0.36 2.01 -1.20
C -4.03 -0.90 -0.75
C -4.90 2.67 -1.56
C 5.11 -1.89 2.76
C -0.59 -3.69 -1.67
C -0.40 -1.39 2.69
C 3.27 0.14 -2.36
C -2.31 -3.77 0.24
C -3.64 3.15 -1.91
C 1.28 -0.63 -5.27
C 2.07 4.68 -0.31
C -2.84 -2.49 0.53
C 4.30 -1.05 3.51
C 6.34 -1.43 2.32
C 0.89 2.64 -0.91
C -3.39 -2.25 1.82
C -1.16 2.65 -2.05
C -3.96 0.52 -1.21
C -0.47 -0.85 1.27
C -0.96 -1.03 -4.05
C -3.05 -4.19 -2.12
C -0.37 5.22 1.33
C -0.61 5.97 -1.07
C -5.57 -1.19 2.45
C -5.07 1.34 -1.22
C 8.10 0.35 2.13
C -3.42 -0.28 3.44
C 4.71 0.24 3.83
C -0.40 4.76 -0.14
C -1.89 -4.29 -1.13
C -2.73 -4.46 2.54
C -1.31 -2.11 -5.04
C 3.32 2.72 -0.79
C 2.15 1.98 -0.99
C 0.33 -0.44 3.64
C -2.58 2.27 -1.85
C 5.94 0.69 3.37
C 6.76 -0.14 2.61
C 3.29 4.06 -0.50
C 0.88 4.00 -0.48
C -3.34 -3.25 2.79
C -4.07 -0.94 2.21
C -2.24 -4.71 1.27
C 0.25 -0.19 -4.28
C 2.84 -0.11 0.10
C 2.33 0.49 -1.21
H 0.24 6.66 -1.00
H -1.25 4.10 -0.25
H 8.37 -0.10 1.17
H -3.97 -0.23 1.39
H 0.07 -2.36 2.66
H 6.98 -2.09 1.74
H -0.27 4.36 1.99
H -2.65 -5.21 3.32
H -1.43 -1.49 3.03
H 0.45 5.91 1.52
H -4.00 0.60 3.74
H -1.81 -5.68 1.06
H 2.05 5.73 -0.03
H -6.02 0.92 -0.94
H 8.88 0.09 2.85
H 3.85 0.25 0.32
H 1.37 0.05 -1.42
H 2.00 -0.27 2.41
H -0.74 -3.02 -4.82
H -5.71 -1.91 3.26
H -0.32 -4.18 -2.61
H -1.31 5.73 1.57
H 2.84 -1.20 0.05
H 6.26 1.70 3.60
H 0.92 2.64 -3.71
H -3.37 -0.97 4.29
H -3.93 -4.69 -1.72
H 2.18 0.22 0.90
H -2.78 -4.68 -3.07
H -1.51 6.52 -0.79
H 1.65 -1.63 -5.03
H -2.41 0.04 3.18
H 0.86 -0.67 -6.28
H 4.22 4.62 -0.39
H -3.76 -3.06 3.77
H -6.07 -0.26 2.72
H 4.75 -2.89 2.53
H -6.02 -1.59 1.54
H -1.68 -5.35 -0.98
H 0.22 -3.83 -0.96
H 4.31 0.35 -2.09
H -3.47 4.18 -2.19
H -0.70 5.64 -2.10
H -5.75 3.35 -1.55
H -2.37 -2.33 -4.93
H -0.07 0.56 3.54
H 3.02 0.71 -3.25
H 8.10 1.44 2.01
H 0.21 -0.77 4.67
H -1.11 -1.81 -6.07
H 4.27 2.21 -0.89
H -0.69 -2.63 -1.85
H -3.30 -3.16 -2.33
H 3.19 -0.93 -2.59
H 4.06 0.88 4.42
H 2.12 0.07 -5.28
```

Calculated values
Total charge: -1
E_LUMO in eV: 2.16
Energy relative to the best compared isomer or geometry (same formula, charge and spin) in kJ/mol: 289.3

These are the Löwdin partial charges, in e, on atoms 1 to 5: Ir 1.445; S 0.634; O -0.296; O -0.070; O -0.295